Here is 9 unconnected molecules or ions with the total composition C43H100N4O9 from OMol25. Energies are from wB97M-V/def2-TZVPD.

Structure (ORCA input):
```
! RIJCOSX wB97M-V def2-TZVPD def2/J DEFGRID3
* xyz 0 1
O -18.188 -7.109 16.763
O -10.515 -10.462 17.331
O -15.795 -12.002 16.294
O -15.536 -10.165 11.981
O -18.483 -9.376 11.664
O -14.836 -10.108 14.665
O -11.895 -5.242 11.820
O -12.869 -10.768 18.929
O -16.244 -4.799 16.158
N -12.135 -10.746 20.178
N -18.972 -6.897 17.952
N -9.976 -11.133 16.150
N -15.600 -3.713 16.775
C -18.844 -9.104 13.057
C -15.337 -12.263 17.624
C -14.202 -8.755 16.639
C -14.517 -10.828 11.228
C -11.813 -9.240 22.053
C -21.197 -6.637 18.833
C -8.902 -10.529 14.035
C -18.551 -7.954 18.885
C -14.442 -2.282 18.967
C -15.728 -1.818 18.301
C -12.398 -11.535 15.265
C -13.397 -4.563 16.077
C -19.434 -7.742 20.122
C -13.824 -8.902 20.688
C -12.484 -11.897 21.050
C -11.589 -8.391 19.808
C -20.421 -6.865 17.527
C -13.536 -3.004 17.970
C -14.220 -5.295 18.227
C -14.255 -4.165 17.255
C -17.545 -2.276 16.746
C -15.133 -7.745 14.641
C -10.309 -12.624 14.330
C -13.975 -12.162 21.175
C -11.060 -13.286 16.596
C -17.235 -3.674 18.738
C -9.901 -11.432 13.375
C -16.558 -2.963 17.619
C -21.054 -8.037 16.828
C -12.165 -10.410 23.053
C -10.451 -8.878 15.047
C -8.271 -9.395 16.111
C -10.975 -12.057 15.610
C -20.625 -5.568 16.778
C -9.436 -9.975 15.358
C -11.901 -13.171 20.458
C -11.768 -11.710 22.426
C -20.915 -7.636 19.902
C -18.631 -9.481 18.497
C -12.438 -6.512 12.149
C -15.200 -8.967 15.498
C -12.410 -9.321 20.671
C -17.119 -7.669 19.362
H -18.281 -2.952 16.270
H -20.125 -4.757 17.354
H -8.064 -11.187 14.320
H -15.443 -6.842 15.191
H -14.078 -13.138 21.642
H -10.753 -9.330 21.899
H -9.482 -11.877 12.473
H -18.041 -10.065 19.192
H -16.673 -12.318 16.143
H -10.905 -12.882 20.062
H -19.927 -9.286 13.081
H -21.147 -8.917 17.479
H -11.295 -9.195 14.418
H -12.359 -11.103 14.306
H -11.717 -7.226 12.533
H -13.896 -7.844 20.574
H -10.683 -11.720 22.288
H -14.696 -3.003 19.718
H -13.198 -2.303 17.208
H -14.708 -6.148 17.768
H -16.975 -6.628 19.663
H -17.847 -6.208 16.541
H -19.128 -8.507 20.869
H -13.343 -3.824 15.270
H -15.677 -7.871 13.733
H -14.675 -5.057 19.190
H -14.976 -11.078 10.262
H -13.076 -12.409 15.389
H -15.128 -10.861 15.170
H -13.158 -6.353 12.968
H -21.668 -5.347 16.667
H -12.209 -10.613 18.260
H -11.634 -14.092 16.128
H -17.504 -2.976 19.533
H -15.200 -10.177 12.917
H -18.392 -9.765 13.786
H -15.792 -13.172 18.040
H -11.843 -13.987 21.159
H -14.367 -9.327 19.868
H -13.194 -5.579 18.480
H -10.844 -8.584 16.022
H -20.499 -8.347 15.949
H -10.899 -13.370 13.769
H -14.199 -11.758 11.658
H -21.374 -7.292 20.848
H -17.117 -1.671 15.993
H -10.093 -10.822 18.131
H -12.723 -10.817 16.022
H -19.128 -6.748 20.554
H -12.684 -3.446 18.465
H -13.602 -10.242 11.074
H -18.656 -8.038 13.316
H -7.687 -8.675 15.508
H -22.267 -6.609 18.597
H -18.139 -4.108 18.374
H -13.220 -10.420 23.391
H -21.001 -5.709 19.270
H -11.583 -7.383 20.220
H -10.577 -8.762 19.699
H -8.609 -8.899 17.039
H -10.082 -13.717 16.778
H -16.236 -9.010 15.795
H -7.553 -10.172 16.361
H -9.981 -8.038 14.537
H -11.650 -10.152 23.963
H -12.130 -12.532 23.081
H -10.797 -10.931 13.052
H -14.424 -11.409 21.833
H -15.543 -11.449 18.349
H -14.255 -9.201 21.637
H -18.226 -1.772 17.436
H -11.570 -13.090 17.548
H -13.246 -8.458 16.218
H -21.257 -8.623 19.614
H -14.644 -8.028 17.328
H -13.987 -9.668 17.233
H -13.000 -6.853 11.300
H -16.375 -7.884 18.613
H -14.437 -12.232 20.208
H -14.111 -7.518 14.393
H -11.342 -5.342 11.027
H -14.284 -12.454 17.618
H -15.477 -1.125 17.487
H -22.054 -7.769 16.491
H -20.197 -5.574 15.751
H -16.694 -4.545 19.127
H -8.427 -9.704 13.477
H -13.804 -5.473 15.671
H -12.414 -4.691 16.499
H -13.901 -1.454 19.394
H -16.935 -8.304 20.244
H -12.077 -8.262 18.842
H -16.424 -1.311 19.006
H -19.662 -9.870 18.664
H -18.285 -9.678 17.464
H -12.141 -8.303 22.475
H -9.426 -13.173 14.630
H -17.581 -9.684 11.609
H -12.536 -13.454 19.621
H -16.395 -4.448 15.280
*
```

* strongest force on any atom: 0.056 hartree/bohr
* E: -70594.576 eV
* SMILES: CC1(C)CCCC(C)(C)N1O.CC1(C)CCCC(C)(C)N1O.CC1(C)CCCC(C)(C)N1O.CC1(C)CCCC(C)(C)N1O.CC(C)O.CO.CO.CO.CO